Record 1
10
Properties=species:S:1:pos:R:3:nbo_charge:R:1 method="wB97M-V/def2-TZVPD" homo_ev=-9.843 total_charge=0 molar_mass_g_mol=94.1 smiles=O[C@]1(F)C[C@H]1F multiplicity=1
O -1.168 -1.132 -0.594 -0.71
C 0.101 -0.920 -0.016 0.57
F 0.667 -2.111 0.346 -0.33
C 0.202 0.337 0.763 -0.52
C 1.064 0.188 -0.448 0.15
F 2.387 0.092 -0.296 -0.31
H -1.354 -2.057 -0.424 0.49
H 0.786 0.318 1.663 0.24
H -0.765 0.967 0.717 0.25
H 0.682 0.711 -1.230 0.17


Record 2
10
Properties=species:S:1:pos:R:3:nbo_charge:R:1 method="wB97M-V/def2-TZVPD" homo_ev=-10.331 total_charge=0 molar_mass_g_mol=94.1 multiplicity=1
C 0.990 0.813 0.368 -0.72
C 0.299 -0.394 -0.199 0.44
C -1.129 -0.675 -0.315 0.49
H 1.141 1.674 -0.618 0.26
H 2.197 0.493 0.862 0.28
H 0.129 1.150 1.205 0.25
H -1.343 -1.588 -1.050 0.19
O 1.103 -1.311 -0.421 -0.51
F -1.724 0.562 -0.753 -0.37
F -1.663 -0.726 0.920 -0.31


Record 3
11
Properties=species:S:1:pos:R:3:nbo_charge:R:1 method="wB97M-V/def2-TZVPD" homo_ev=-9.235 total_charge=0 molar_mass_g_mol=126.1 smiles="FC(F)COC=S" multiplicity=1
F -1.770 -0.424 1.609 -0.34
C -1.180 -0.040 0.440 0.53
F -2.027 -0.280 -0.618 -0.35
C 0.059 -0.879 0.243 -0.14
O 0.883 -0.383 -0.921 -0.46
C 1.417 0.779 -0.868 0.09
S 1.615 1.790 0.412 -0.14
H -1.137 1.039 0.494 0.17
H -0.294 -1.851 -0.044 0.23
H 0.675 -0.822 1.120 0.23
H 1.759 1.071 -1.867 0.19


Record 4
11
Properties=species:S:1:pos:R:3:nbo_charge:R:1 method="wB97M-V/def2-TZVPD" homo_ev=-9.406 total_charge=0 molar_mass_g_mol=126.1 smiles="O=CC=S.FCF" multiplicity=1
O 0.564 0.670 0.168 -0.45
C 1.559 0.026 -0.053 0.35
C 2.926 0.643 -0.022 -0.38
S 4.260 -0.203 -0.314 0.15
H 1.540 -1.056 -0.293 0.12
H 2.937 1.701 0.212 0.21
F -3.422 0.447 -0.743 -0.35
C -2.788 -0.409 0.096 0.43
F -1.472 -0.084 0.149 -0.33
H -2.886 -1.427 -0.298 0.12
H -3.218 -0.307 1.098 0.13


Record 5
10
Properties=species:S:1:pos:R:3:nbo_charge:R:1 method="wB97M-V/def2-TZVPD" homo_ev=-9.519 total_charge=0 molar_mass_g_mol=110.1 smiles=FC1(F)C[C@H]1S multiplicity=1
F -1.962 -0.122 -0.697 -0.32
C -0.882 -0.267 0.079 0.67
F -0.579 -1.573 0.299 -0.32
C -0.707 0.697 1.148 -0.47
C 0.193 0.684 -0.178 -0.43
S 1.947 0.387 -0.277 0.02
H -0.142 0.372 2.020 0.24
H -1.399 1.484 1.428 0.24
H -0.120 1.369 -0.939 0.24
H 1.749 -0.842 -0.784 0.14


Record 6
10
Properties=species:S:1:pos:R:3:nbo_charge:R:1 method="wB97M-V/def2-TZVPD" homo_ev=-8.881 total_charge=0 molar_mass_g_mol=110.1 multiplicity=1
C -0.040 -0.050 2.369 -0.82
C 0.865 0.512 -0.217 -0.59
C -0.234 0.450 -1.083 0.78
H -0.155 1.241 2.134 0.25
H -1.333 -0.604 2.596 0.22
H 0.535 -0.304 3.426 0.24
H 1.591 1.336 -0.161 0.25
F -1.342 -0.382 -0.966 -0.32
F -0.407 1.082 -2.205 -0.29
S 0.722 -0.839 0.883 0.26


Record 7
14
Properties=species:S:1:pos:R:3:nbo_charge:R:1 method="wB97M-V/def2-TZVPD" homo_ev="-8.996 / -8.999" total_charge=0 molar_mass_g_mol=175.1 multiplicity=1
C 0.911 0.307 1.216 0.34
C -1.511 0.426 -1.509 -0.76
C 2.308 0.224 0.546 0.87
N -2.010 -1.080 0.901 -1.10
O 0.850 0.779 2.307 -0.45
O -0.404 -1.872 -0.656 -0.91
F 2.505 1.185 -0.326 -0.30
F 2.445 -0.922 -0.099 -0.30
F 3.184 0.269 1.555 -0.30
S -0.955 -0.748 -0.052 1.84
H -2.397 1.056 -1.358 0.23
H -0.675 0.940 -1.704 0.22
H -1.890 -0.267 -2.225 0.24
H -2.361 -0.296 1.404 0.38


Record 8
14
Properties=species:S:1:pos:R:3:nbo_charge:R:1 method="wB97M-V/def2-TZVPD" homo_ev="-8.476 / -8.506" total_charge=0 molar_mass_g_mol=182.0 multiplicity=1
C -0.040 -1.982 -0.763 -0.02
C -2.361 0.898 0.359 0.19
C 2.523 0.636 0.341 0.87
O -0.783 -1.062 -0.280 -0.68
F -2.538 2.251 0.222 -0.34
F -3.652 0.399 0.407 -0.35
F 2.228 0.357 -0.902 -0.32
F 1.523 1.261 0.948 -0.33
F 3.551 1.489 0.260 -0.33
P -1.114 0.436 -0.819 0.75
H 0.119 -2.011 -1.789 0.14
H -0.216 -3.075 -0.359 0.15
H 2.815 -0.260 0.965 0.11
H -2.054 0.662 1.411 0.15


Taking the records one at a time from the top gives E_tot values of -391.612253 -391.579963 -789.840134 -789.798335 -714.580052 -714.498065 -1019.581273 -1032.514282 a.u..
Taking the records one at a time from the top gives energy relative to the best compared isomer or geometry (same formula, charge and spin) values of 158.9 243.7 70.4 180.1 73.1 288.3 301.8 192.4 kJ/mol.